{
  "formula": "C53H40N7O2P2PtSe2",
  "method": "ωB97M-V with the def2-TZVPD basis set",
  "species": ["Pt", "Se", "P", "C", "C", "C", "C", "C", "C", "C", "C", "C", "C", "C", "C", "C", "C", "N", "N", "N", "P", "Se", "C", "C", "C", "C", "C", "C", "C", "C", "C", "C", "C", "C", "H", "H", "H", "H", "H", "H", "H", "H", "H", "H", "H", "H", "H", "H", "H", "H", "H", "H", "H", "H", "C", "C", "C", "C", "C", "C", "N", "N", "C", "C", "C", "C", "C", "C", "H", "H", "H", "H", "H", "H", "H", "H", "H", "O", "C", "N", "C", "C", "O", "N", "C", "C", "C", "C", "C", "C", "C", "C", "C", "C", "C", "C", "H", "H", "H", "H", "H", "H", "H", "H", "H", "H", "H"],
  "coordinates": [[-0.47150, 0.58688, -1.92503], [-1.60538, -2.36930, 4.32313], [-2.08997, -0.41690, 3.69554], [-1.50201, 0.86164, 4.85557], [-1.82247, 2.20498, 4.64532], [-1.33936, 3.17489, 5.50448], [-0.54336, 2.81088, 6.58710], [-0.24657, 1.47774, 6.81307], [-0.72334, 0.50087, 5.94276], [-3.88172, -0.11457, 3.62860], [-4.56068, 0.33995, 4.75815], [-5.94119, 0.47608, 4.72960], [-6.65231, 0.14140, 3.58453], [-5.98106, -0.33113, 2.46635], [-4.60004, -0.45310, 2.48889], [-1.41389, 0.07690, 2.09708], [-1.37011, -0.43553, 0.79781], [-0.59888, 0.44941, 0.11417], [-0.19626, 1.41859, 0.91929], [-0.67081, 1.21201, 2.11485], [-1.74266, -1.96958, -0.14140], [-2.56910, -1.62372, -2.06115], [-2.84661, -3.10097, 0.77506], [-4.22320, -3.04070, 0.55578], [-5.07420, -3.92650, 1.19455], [-4.55521, -4.89982, 2.04057], [-3.18841, -4.98130, 2.24248], [-2.33412, -4.08559, 1.61266], [-0.14863, -2.81844, -0.11881], [0.76813, -2.59430, 0.90358], [1.95067, -3.32144, 0.93356], [2.21090, -4.26769, -0.04739], [1.29736, -4.48525, -1.06767], [0.11609, -3.76338, -1.10560], [-2.44220, 2.48571, 3.80388], [-1.57307, 4.21707, 5.32752], [-0.15706, 3.57290, 7.25304], [0.35983, 1.19276, 7.66372], [-0.49530, -0.54636, 6.09896], [-4.01152, 0.58723, 5.65730], [-6.46367, 0.83857, 5.60596], [-7.72985, 0.24752, 3.56558], [-6.53018, -0.61145, 1.57600], [-4.07473, -0.80628, 1.61281], [-4.61344, -2.30539, -0.13767], [-6.14195, -3.86133, 1.02665], [-5.21878, -5.60256, 2.52913], [-2.77861, -5.73067, 2.90747], [-1.26877, -4.15469, 1.78097], [0.55980, -1.87215, 1.68349], [2.66947, -3.13787, 1.72204], [3.13728, -4.82803, -0.02449], [1.52181, -5.19079, -1.85700], [-0.60598, -3.91828, -1.89878], [0.47625, -2.04251, -6.84363], [-0.11810, -0.84847, -7.24366], [-0.47903, 0.10136, -6.30512], [-0.24472, -0.13981, -4.95537], [0.33599, -1.32315, -4.55061], [0.70687, -2.27023, -5.49797], [-0.63157, 0.82873, -3.93919], [-1.23105, 1.83227, -4.37346], [-1.76909, 2.61492, -3.35231], [-2.41862, 3.80482, -3.67885], [-2.97988, 4.55662, -2.67145], [-2.90132, 4.09912, -1.35008], [-2.26602, 2.91253, -1.03360], [-1.67082, 2.13674, -2.03686], [0.75533, -2.78553, -7.58040], [-0.30185, -0.65508, -8.29315], [-0.95119, 1.02586, -6.60250], [0.52820, -1.51021, -3.50321], [1.19313, -3.17650, -5.16132], [-2.46781, 4.11706, -4.71501], [-3.47351, 5.49289, -2.89800], [-3.34556, 4.68901, -0.55607], [-2.22675, 2.58908, -0.00228], [2.53538, -2.15450, -2.75483], [2.68814, -1.00368, -2.37957], [3.94026, -0.39653, -2.31805], [3.86568, 0.84897, -1.59469], [2.33748, 1.06311, -1.63836], [1.79113, 2.12024, -1.39609], [1.71371, -0.11788, -1.98068], [4.64447, 1.98278, -2.24591], [4.49992, 3.29078, -1.78593], [5.27390, 4.30833, -2.32214], [6.20862, 4.03559, -3.31661], [6.33700, 2.74141, -3.79218], [5.55499, 1.72134, -3.26019], [4.31624, 0.70491, -0.12977], [5.51295, 0.05233, 0.15126], [5.97173, -0.06047, 1.45452], [5.23758, 0.48753, 2.49993], [4.04267, 1.13504, 2.22772], [3.57913, 1.24301, 0.92062], [4.74004, -1.00538, -2.27887], [3.75688, 3.50655, -1.02951], [5.14311, 5.32178, -1.96320], [6.82767, 4.82870, -3.71777], [7.04237, 2.52116, -4.58432], [5.63923, 0.71702, -3.65377], [6.10353, -0.36956, -0.65511], [6.90267, -0.57680, 1.65553], [5.59685, 0.40855, 3.51863], [3.45352, 1.55622, 3.03292], [2.63118, 1.73102, 0.72643]],
  "forces_ev_per_angstrom": [[0.55, -0.11, -0.60], [0.01, 0.07, 0.09], [0.00, 0.01, 0.06], [0.01, 0.09, -0.14], [-0.01, -0.07, 0.04], [-0.01, -0.03, 0.02], [-0.03, 0.01, -0.02], [-0.02, -0.03, -0.04], [0.04, 0.04, 0.04], [-0.03, -0.10, 0.08], [-0.06, -0.03, -0.06], [0.04, -0.01, 0.00], [0.01, -0.02, 0.01], [0.01, -0.01, 0.01], [0.04, 0.15, -0.04], [0.06, -0.14, 0.22], [0.16, -0.19, -0.06], [-0.27, 0.12, -0.12], [0.04, -0.04, -0.06], [-0.06, -0.05, -0.07], [-0.28, 0.11, 0.13], [-0.05, -0.28, 0.14], [0.02, 0.07, 0.07], [0.03, -0.03, 0.02], [0.03, 0.03, -0.01], [-0.01, 0.00, -0.04], [0.03, 0.00, -0.04], [-0.03, -0.01, -0.04], [0.05, -0.03, -0.06], [0.09, -0.04, -0.02], [-0.03, 0.02, 0.01], [0.01, 0.03, 0.01], [-0.03, 0.02, -0.03], [0.00, -0.02, 0.04], [0.05, 0.02, -0.02], [0.00, -0.01, 0.00], [-0.01, 0.00, 0.00], [0.01, -0.01, -0.02], [0.02, 0.01, -0.01], [0.00, 0.01, 0.01], [0.01, 0.00, 0.00], [0.00, -0.01, 0.00], [0.01, 0.04, -0.01], [-0.04, 0.06, 0.01], [-0.01, -0.01, -0.01], [0.00, -0.01, -0.01], [0.00, 0.02, 0.03], [0.00, -0.01, -0.02], [-0.01, 0.00, 0.00], [0.02, 0.03, -0.03], [0.00, -0.01, 0.01], [0.01, 0.02, -0.01], [-0.02, -0.02, 0.03], [0.04, 0.04, -0.04], [-0.02, 0.05, 0.03], [-0.01, 0.00, 0.04], [-0.07, 0.12, -0.12], [-0.02, 0.39, 0.26], [0.09, -0.16, 0.18], [-0.02, 0.01, 0.04], [0.22, -0.59, -0.15], [-0.44, 0.36, 0.04], [0.08, 0.02, -0.19], [-0.01, 0.04, -0.10], [-0.01, 0.03, 0.10], [-0.03, 0.06, -0.08], [-0.05, -0.11, -0.14], [-0.15, -0.14, 0.36], [0.02, 0.01, -0.01], [-0.01, -0.01, 0.00], [0.02, 0.01, -0.02], [-0.09, -0.04, -0.15], [-0.02, 0.00, 0.02], [0.02, -0.01, 0.01], [-0.02, -0.01, 0.01], [-0.01, 0.00, -0.01], [0.04, 0.01, 0.01], [0.05, -0.05, 0.02], [-0.16, -0.26, 0.17], [-0.02, 0.02, -0.14], [0.05, 0.01, 0.16], [-0.32, -0.41, -0.26], [0.50, 0.12, 0.10], [0.10, 0.92, 0.32], [0.02, -0.09, 0.03], [0.01, 0.05, -0.02], [0.01, -0.06, -0.02], [-0.06, 0.02, 0.06], [-0.03, -0.02, 0.02], [0.03, 0.04, -0.08], [-0.07, 0.10, -0.05], [0.04, 0.01, 0.03], [-0.04, -0.01, 0.00], [0.02, 0.01, -0.04], [-0.02, -0.03, -0.04], [-0.01, -0.06, 0.04], [-0.08, -0.06, 0.13], [0.06, -0.02, 0.02], [0.02, 0.00, 0.01], [-0.03, 0.01, -0.02], [0.01, -0.01, 0.01], [0.01, 0.00, 0.01], [0.01, 0.03, 0.00], [0.00, 0.01, -0.01], [-0.01, -0.02, 0.00], [-0.01, -0.02, 0.00], [0.03, 0.03, 0.01]],
  "e_tot_ev": -222657.52978,
  "de_lowest_kj_mol": 109.2,
  "e_lumo_ev": 1.8,
  "total_charge": -1,
  "e_homo_ev": -4.365
}



{
  "formula": "C53H42BiI2N4O7",
  "method": "ωB97M-V with the def2-TZVPD basis set",
  "species": ["Bi", "O", "C", "C", "C", "C", "C", "C", "C", "C", "C", "O", "C", "C", "C", "C", "C", "C", "C", "C", "C", "C", "C", "C", "N", "C", "C", "C", "C", "C", "C", "C", "C", "C", "C", "C", "C", "H", "H", "H", "H", "H", "H", "H", "H", "H", "H", "H", "H", "H", "H", "H", "H", "H", "H", "H", "H", "H", "H", "H", "H", "H", "H", "H", "O", "C", "O", "C", "C", "C", "C", "C", "N", "C", "O", "O", "H", "H", "H", "H", "I", "C", "C", "C", "I", "C", "O", "C", "C", "N", "C", "C", "C", "C", "C", "C", "N", "C", "H", "H", "H", "H", "H", "H", "H", "H", "H", "H", "H"],
  "coordinates": [[-0.36656, -0.37353, -0.10469], [0.24751, 0.79252, 1.66474], [0.39560, 2.05948, 2.16974], [-0.46275, 3.07559, 1.30026], [0.09378, 3.28037, -0.06767], [0.62701, 4.52823, -0.41982], [1.00325, 4.75974, -1.74732], [0.90069, 3.74158, -2.66979], [0.44723, 2.50551, -2.26048], [0.62356, 1.25623, -3.07142], [1.74413, 0.39136, -2.50818], [1.50218, -0.03490, -1.18604], [1.94448, -0.82879, -3.41054], [1.18280, -1.04198, -4.53328], [1.38629, -2.19351, -5.29042], [2.34057, -3.11568, -4.96733], [3.08257, -2.94540, -3.78703], [2.83063, -1.80943, -3.04922], [3.00047, 1.28831, -2.49463], [3.88444, 1.39109, -3.57030], [4.97761, 2.24957, -3.50200], [5.22223, 2.96666, -2.36371], [4.30365, 2.92989, -1.28857], [3.25275, 2.03842, -1.33988], [0.04546, 2.25181, -0.95806], [1.87209, 2.37753, 2.10515], [2.79748, 1.34024, 2.04366], [4.17323, 1.55948, 2.16014], [4.63409, 2.82981, 2.41029], [3.72616, 3.91031, 2.44327], [2.37122, 3.69801, 2.23659], [-0.04916, 2.09706, 3.61659], [-0.90585, 3.06565, 4.17225], [-1.38896, 2.95970, 5.48818], [-1.00310, 1.89137, 6.28042], [-0.10634, 0.91881, 5.75944], [0.39630, 1.05786, 4.46314], [-0.44047, 4.00561, 1.80156], [-1.52119, 2.75088, 1.30830], [0.71190, 5.35946, 0.24215], [1.52296, 5.70692, -1.97934], [1.12362, 3.97735, -3.68614], [0.91197, 1.53809, -4.09454], [-0.33423, 0.68800, -3.06779], [0.32087, -0.38893, -4.77091], [0.67479, -2.38172, -6.10049], [2.44622, -4.03022, -5.53811], [3.81477, -3.68436, -3.48892], [3.39561, -1.62048, -2.12503], [3.75829, 0.71180, -4.46161], [5.61895, 2.34252, -4.36643], [6.10009, 3.62020, -2.21218], [4.46966, 3.44116, -0.33349], [2.52025, 2.01836, -0.50498], [2.37109, 0.34880, 1.86372], [4.79331, 0.65528, 2.00592], [5.68631, 3.03592, 2.57019], [4.15615, 4.88636, 2.54149], [1.77587, 4.61036, 2.24857], [-1.24267, 3.82963, 3.50098], [-2.05759, 3.70904, 5.82174], [-1.30666, 1.72872, 7.29781], [0.24732, 0.07649, 6.37106], [1.04922, 0.31316, 4.09201], [-2.08156, -2.92619, -4.28497], [-1.42114, -2.28160, -3.30589], [-1.42475, -1.11121, -3.06336], [-0.63425, -3.26752, -2.49031], [-0.58145, -4.59661, -2.87568], [0.21362, -5.47375, -2.08653], [0.88077, -4.93414, -1.00400], [0.83221, -3.55101, -0.75749], [0.05511, -2.73605, -1.49561], [1.53903, -2.94004, 0.42042], [2.52261, -3.52165, 0.86106], [0.98271, -1.85133, 0.89161], [-2.58371, -2.31460, -4.85546], [-1.03140, -4.97477, -3.78381], [0.38013, -6.46722, -2.47401], [1.46173, -5.53464, -0.35599], [-5.63758, -5.58676, 3.95005], [-4.48694, -4.37864, 2.68330], [-4.65088, -4.49202, 1.28487], [-3.92579, -3.67746, 0.45088], [-4.10264, -3.82870, -1.65734], [-2.93257, -2.73027, 0.87591], [-2.28976, -1.99102, 0.06673], [-2.75655, -2.68743, 2.27671], [-1.81260, -1.74302, 2.98256], [-1.98985, -0.39773, 2.46190], [-3.29765, 0.15715, 2.68871], [-4.01627, 0.22925, 1.39913], [-5.22131, -0.43735, 1.23541], [-5.81510, -0.51042, -0.00535], [-5.19445, 0.20214, -1.01608], [-4.04497, 0.94197, -0.73038], [-3.42413, 0.91739, 0.40751], [-3.50520, -3.50293, 3.12953], [-5.33051, -5.26165, 0.90512], [-0.78183, -2.02481, 2.76941], [-2.00620, -1.86525, 4.08306], [-1.21691, 0.22639, 2.69377], [-3.20827, 1.11222, 3.18060], [-3.89908, -0.49528, 3.38375], [-5.70897, -0.94300, 2.06599], [-6.77373, -0.97561, -0.16565], [-5.54136, 0.18081, -2.02864], [-3.50583, 1.36193, -1.55636], [-3.32586, -3.43488, 4.18589]],
  "forces_ev_per_angstrom": [[0.44, 0.20, 0.09], [-0.17, -0.87, -0.03], [-0.39, 0.42, -1.95], [0.38, -1.18, 0.57], [-0.29, -0.36, -0.98], [-0.05, -0.39, -1.54], [0.58, 0.28, 1.20], [-0.54, 0.52, 0.18], [0.07, -1.22, 2.02], [-1.29, 0.68, -0.44], [0.55, -0.38, 1.07], [0.19, -0.02, -0.74], [-0.78, 0.66, -0.03], [-0.83, 0.04, -0.56], [-1.23, 0.43, -0.66], [0.55, -0.82, 0.76], [-0.58, 0.20, -0.86], [1.82, -0.06, 1.48], [0.44, -0.45, 0.11], [-0.55, -0.93, -0.51], [-0.01, -0.31, -0.57], [-0.03, 1.42, 1.72], [0.84, -0.79, -0.04], [-1.15, 0.49, 0.20], [-0.01, 1.97, -0.87], [1.08, 1.47, 0.57], [-0.53, -0.09, -0.17], [-0.50, -1.13, -0.29], [-0.10, 0.69, 0.11], [0.53, -1.31, -0.51], [0.41, -0.13, 0.46], [-0.31, -0.04, 1.60], [0.42, -1.27, -0.23], [0.85, -0.61, -0.81], [1.06, -1.04, -0.59], [0.04, 0.86, -0.27], [-1.28, 0.65, 0.62], [0.05, 1.24, 0.35], [0.55, -0.19, -0.26], [-0.05, 0.13, 0.75], [-0.65, -0.50, -0.12], [0.37, -0.38, -0.62], [-0.32, -0.06, 0.16], [0.74, 0.38, -0.17], [0.89, -0.44, -0.04], [0.44, -0.01, 0.02], [0.05, 0.07, -0.13], [-0.03, 0.08, 0.13], [-0.24, -0.24, -0.30], [0.02, 0.97, 0.94], [0.24, -0.09, 0.01], [-0.44, -0.42, -0.54], [0.09, 0.09, -0.59], [0.83, -0.32, -0.71], [0.42, 0.23, 0.07], [-0.02, 0.90, 0.34], [0.02, -0.09, -0.11], [-0.14, 0.54, 0.16], [-0.40, -0.48, 0.00], [-0.31, 0.49, 0.21], [-0.59, 0.56, 0.51], [-0.44, 0.34, 0.25], [-0.32, 0.46, -0.22], [0.62, -0.59, -0.49], [-0.31, 0.64, -0.71], [0.31, -0.96, 0.86], [-0.72, 0.44, -0.51], [-0.06, 0.05, -0.89], [1.31, -1.09, 0.91], [-0.58, 1.63, -1.19], [-0.13, 0.71, -0.33], [-1.45, -0.15, -0.82], [0.57, -0.79, 0.86], [-0.05, 0.55, 0.37], [-0.51, 0.49, 0.03], [0.48, -0.57, 0.01], [0.29, 0.01, 0.52], [-0.22, 0.25, 0.19], [-0.13, -0.31, 0.49], [0.65, -0.45, 0.50], [0.19, 0.16, -0.03], [0.47, 0.10, -1.29], [-0.49, -0.51, 0.73], [0.47, 0.16, -0.56], [-0.29, -0.10, 0.52], [-0.31, -0.21, 0.08], [0.13, -0.21, -0.39], [-0.45, -0.64, 1.40], [0.04, -0.01, -0.41], [0.49, -0.25, 0.73], [-0.23, -0.94, 1.07], [-0.64, 0.33, -0.43], [-0.31, -0.34, 0.44], [0.14, 1.13, -0.46], [0.08, 0.13, 0.11], [-0.43, -1.31, -1.53], [0.23, 0.00, 1.69], [-0.48, -0.13, -0.29], [0.19, 0.48, -0.08], [0.22, -0.04, 0.11], [0.28, 0.37, -0.64], [-0.41, -0.43, -0.05], [-0.04, 0.66, 0.03], [0.53, 0.53, -0.47], [0.37, 0.03, 0.05], [0.03, -0.41, -0.01], [-0.29, 0.03, -0.36], [0.11, 0.68, -0.36], [0.06, 0.12, 0.38]],
  "e_tot_ev": -97980.87314,
  "de_lowest_kj_mol": 0.0,
  "e_lumo_ev": 2.0,
  "total_charge": -1,
  "e_homo_ev": -4.729
}